C38H89N2O14S5 | wB97M-V/def2-TZVPD

The net charge is +1. As for the spin multiplicity: 1. The calculation puts the orbital gap at 8.1 eV. For the total energy, the calculation gives -4654.47911 Ha. As for the HOMO energy: -10.24 eV.

```
148
C38H89N2O14S5, DFT wB97M-V/def2-TZVPD
C 17.21661 23.10323 -19.69719
C 18.07721 24.26310 -19.84945
C 17.46385 25.61354 -19.32928
C 16.66896 26.17219 -20.51057
N 15.74601 27.53715 -20.38027
C 14.85327 27.83127 -21.62359
C 15.00962 29.30444 -21.91551
C 16.45012 29.53276 -21.70201
C 16.67599 28.69570 -20.37137
C 14.93188 27.43360 -19.10933
H 16.93301 22.90814 -18.66297
H 17.66971 22.15765 -19.99496
H 16.28450 23.25610 -20.24116
H 18.20095 24.36975 -20.92715
H 19.05354 23.99641 -19.44480
H 18.24639 26.27573 -18.95883
H 16.87641 25.45963 -18.42411
H 15.92293 25.49672 -20.92924
H 17.33452 26.35557 -21.35408
H 13.86409 27.43680 -21.39117
H 15.24400 27.24605 -22.45603
H 14.31916 29.73129 -21.18807
H 14.73784 29.60521 -22.92732
H 16.97899 30.45043 -21.44461
H 17.07812 29.05183 -22.45195
H 16.54804 29.49137 -19.63745
H 17.72768 28.40947 -20.36057
H 15.39781 27.18974 -18.15457
H 14.22938 26.61738 -19.27776
H 14.25809 28.28888 -19.05835
C 25.06960 25.12480 -23.76239
S 25.09136 26.90951 -23.27896
O 23.82450 27.15230 -22.39216
C 26.67043 26.97256 -22.32708
H 24.03132 24.80065 -23.83317
H 25.57254 24.44715 -23.07249
H 25.50151 24.92756 -24.74353
H 27.26054 26.06640 -22.19020
H 26.27103 27.32672 -21.37674
H 27.33268 27.77290 -22.65722
C 17.53573 33.70662 -33.69531
S 16.00312 33.32668 -32.70556
O 15.98126 31.77696 -32.87750
C 16.92502 33.61141 -31.11946
H 18.23062 32.86745 -33.66346
H 18.11186 34.56872 -33.35921
H 17.07764 33.95764 -34.65199
H 17.70009 32.88807 -30.86621
H 16.16354 33.52781 -30.34406
H 17.45108 34.56519 -31.07867
C 12.16708 35.83415 -17.02455
S 13.32211 35.09823 -15.81453
O 12.60817 34.01397 -15.11264
C 13.22679 36.50597 -14.60031
H 11.83870 35.06152 -17.71975
H 12.59718 36.68579 -17.55161
H 11.19864 36.08094 -16.58943
H 13.97213 37.26007 -14.85310
H 13.46904 36.06159 -13.63494
H 12.22945 36.94321 -14.55308
C 20.73054 32.63977 -15.09086
S 21.49579 33.37869 -16.59725
O 20.62588 34.54204 -17.07130
C 22.89959 34.28458 -15.75290
H 21.52931 32.12548 -14.55647
H 19.93996 31.97397 -15.43698
H 20.25207 33.38134 -14.45114
H 23.19705 35.01403 -16.50625
H 23.61333 33.56964 -15.34359
H 22.45564 34.72536 -14.86032
C 5.93010 29.89373 -21.30485
S 7.51183 30.27659 -20.34746
O 7.06668 31.21786 -19.24108
C 7.68761 28.71121 -19.33950
H 6.13533 29.18341 -22.10573
H 5.55786 30.72265 -21.90687
H 5.28154 29.39423 -20.58516
H 7.87842 27.72889 -19.77161
H 6.75047 28.59673 -18.79474
H 8.28850 28.89068 -18.44796
C 10.83553 22.36480 -25.19014
O 10.90595 23.06374 -24.15197
N 10.30192 22.85403 -26.30151
C 10.24814 22.11994 -27.52643
C 9.62867 24.12950 -26.31752
H 11.34548 21.39292 -25.27721
H 10.76954 21.16730 -27.43312
H 10.58267 22.65025 -28.41803
H 9.19206 21.92200 -27.70979
H 8.62775 24.03872 -26.73941
H 9.75695 24.70902 -25.40329
H 10.17178 24.72037 -27.05509
O 15.67586 38.75692 -24.91390
C 15.00249 39.38270 -24.08577
O 15.29667 39.53215 -22.76395
C 16.39037 38.75663 -22.24716
C 17.47164 39.71224 -21.93397
C 13.92814 40.33417 -24.62487
H 16.95054 38.16065 -22.96764
H 16.14388 38.22324 -21.32911
H 17.01784 40.48171 -21.30943
H 17.98843 40.23846 -22.73654
H 18.28197 39.32716 -21.31496
H 13.11582 40.32407 -23.89815
H 13.51745 40.09301 -25.60532
H 14.36570 41.32948 -24.54730
O 7.44962 35.69971 -26.38206
C 6.65860 35.13550 -27.11624
O 6.90916 34.34402 -28.14320
C 8.17046 34.04146 -28.63983
C 8.12249 33.68083 -30.15159
C 5.20551 35.31259 -26.75781
H 8.54413 33.20560 -28.04840
H 8.81130 34.90072 -28.44207
H 7.92606 34.65109 -30.60777
H 7.26342 33.03357 -30.32807
H 8.90524 33.00487 -30.49582
H 5.13342 36.32537 -26.36135
H 4.71477 34.56347 -26.13646
H 4.54268 35.33619 -27.62280
O 17.83712 9.83032 -23.62958
C 18.19789 9.74499 -22.44027
O 17.99264 10.72634 -21.44517
C 17.27322 11.90761 -21.65279
C 18.17851 12.98370 -22.30617
C 18.69726 8.44255 -22.00325
H 16.86058 12.28685 -20.71791
H 16.36877 11.73439 -22.23594
H 18.22620 12.71809 -23.36224
H 19.18150 12.94972 -21.88078
H 17.64942 13.93210 -22.21284
H 19.28420 8.58905 -21.09652
H 19.48013 8.09685 -22.67832
H 17.89077 7.74223 -21.78594
O 18.58705 26.22572 -27.34998
C 19.30951 25.65925 -28.13643
O 19.09065 24.44683 -28.63837
C 18.03736 23.75301 -28.25539
C 18.40227 22.68821 -27.20652
C 20.63094 26.18280 -28.59727
H 17.61190 23.10426 -29.02104
H 17.14433 24.26346 -27.89476
H 18.95274 23.08856 -26.35517
H 18.82089 21.82456 -27.72320
H 17.47980 22.37944 -26.71479
H 20.66090 26.98505 -29.33457
H 21.34490 25.43712 -28.94698
H 21.15307 26.72205 -27.80690
```

Results of the Löwdin charge analysis, in e, for atoms 1 through 99: -0.134 -0.263 -0.154 -0.066 -0.207 -0.081 -0.166 -0.140 -0.128 0.013 0.084 0.090 0.078 0.108 0.122 0.115 0.106 0.125 0.130 0.135 0.136 0.127 0.137 0.130 0.122 0.135 0.127 0.107 0.105 0.109 -0.262 0.851 -0.598 -0.257 0.044 0.044 0.045 0.049 0.041 0.043 -0.260 0.875 -0.603 -0.280 0.059 0.042 0.034 0.057 0.033 0.044 -0.279 0.807 -0.570 -0.244 0.043 0.053 0.053 0.043 0.045 0.049 -0.270 0.822 -0.593 -0.237 0.046 0.037 0.056 0.049 0.045 0.045 -0.238 0.828 -0.587 -0.264 0.037 0.049 0.046 0.046 0.040 0.044 -0.317 -0.051 -0.214 -0.063 -0.038 0.136 0.091 0.092 0.091 0.094 0.089 0.089 0.058 -0.474 -0.008 -0.238 -0.101 0.016 0.117